{
  "formula": "C41H52BrCl2N2PRuSi",
  "method": "wB97M-V/def2-TZVPD",
  "lumo_energy_ev": [-12.2, -14.9],
  "orbital_gap_ha": [0.230, 0.128],
  "spin_multiplicity": 5,
  "charge": 4,
  "largest_force_ev_per_a": 0.4,
  "species": ["Ru", "Cl", "C", "C", "C", "C", "C", "C", "P", "C", "C", "C", "C", "C", "C", "C", "C", "C", "C", "C", "C", "H", "H", "H", "H", "H", "H", "H", "H", "H", "H", "H", "H", "H", "H", "Cl", "C", "C", "C", "C", "N", "C", "H", "H", "H", "H", "C", "C", "C", "C", "Si", "Br", "C", "C", "C", "C", "C", "C", "C", "C", "H", "H", "H", "H", "H", "H", "H", "H", "H", "H", "H", "H", "H", "H", "H", "H", "H", "H", "H", "H", "H", "H", "H", "H", "H", "H", "H", "C", "C", "C", "C", "N", "C", "C", "H", "H", "H", "H", "H", "H", "H"],
  "coordinates": [[-0.06156, 1.24902, -0.13424], [2.27009, 1.15934, -0.72149], [2.92102, 2.80776, -0.81094], [4.25747, 2.93296, -1.11643], [4.77749, 4.21998, -1.23245], [3.96717, 5.33218, -1.04606], [2.62649, 5.17285, -0.73247], [2.07647, 3.89100, -0.60364], [0.35917, 3.65677, -0.14559], [0.05828, 4.15453, 1.54276], [-1.23133, 3.98198, 2.06440], [-1.49638, 4.36682, 3.36633], [-0.47876, 4.90350, 4.15166], [0.80389, 5.05564, 3.64040], [1.08125, 4.68338, 2.33312], [-0.48087, 4.83133, -1.27082], [-0.21711, 4.69739, -2.69540], [-0.75443, 5.57434, -3.60567], [-1.57249, 6.59772, -3.13658], [-1.84507, 6.73352, -1.72632], [-1.30592, 5.84212, -0.80922], [4.88375, 2.06401, -1.26972], [5.82474, 4.34559, -1.47482], [4.38395, 6.32589, -1.14011], [2.00966, 6.04899, -0.56540], [-2.02618, 3.55725, 1.45786], [-2.49261, 4.25452, 3.77319], [-0.69101, 5.20806, 5.16825], [1.58681, 5.47713, 4.25663], [2.08149, 4.81055, 1.93996], [0.42433, 3.88986, -3.03284], [-0.55162, 5.47930, -4.66403], [-2.01447, 7.31080, -3.82334], [-2.46708, 7.55817, -1.39800], [-1.50105, 5.96157, 0.24864], [-4.76889, 3.57763, -2.31295], [-4.09144, 2.25900, -1.45583], [-4.86642, 1.18790, -1.02824], [-4.23114, 0.15822, -0.35342], [-2.87011, 0.21694, -0.12935], [-2.12455, 1.27247, -0.51913], [-2.73982, 2.26858, -1.18156], [-5.93069, 1.16307, -1.22641], [-4.78655, -0.70327, -0.00875], [-2.35472, -0.60111, 0.35064], [-2.13977, 3.09748, -1.51827], [-0.68995, -6.02744, 0.70840], [-0.27467, -4.53472, 0.67215], [-1.45153, -3.68435, 1.17618], [0.88215, -4.32886, 1.65840], [0.23082, -4.22378, -1.13696], [0.01043, -1.10739, -0.97014], [-1.05476, -4.39126, -2.49997], [-2.50227, -4.26721, -2.00489], [-0.81514, -5.84662, -2.98756], [-0.88634, -3.44127, -3.69454], [2.05189, -4.30912, -1.59978], [2.29112, -4.03698, -3.09089], [2.42899, -5.78567, -1.30271], [2.98253, -3.38963, -0.79368], [-0.92370, -6.28436, 1.74523], [0.10647, -6.70133, 0.38698], [-1.58299, -6.23423, 0.11950], [-1.64540, -3.96178, 2.21585], [-2.37221, -3.84270, 0.62342], [-1.20620, -2.61849, 1.16554], [0.51731, -4.55650, 2.66339], [1.23988, -3.29616, 1.66045], [1.72602, -4.99024, 1.47549], [-2.76710, -5.02453, -1.26930], [-3.17515, -4.40726, -2.85388], [-2.70363, -3.27650, -1.58951], [-0.88075, -6.59071, -2.18981], [0.13978, -5.95978, -3.50137], [-1.59722, -6.09708, -3.70954], [-0.97960, -2.39212, -3.40539], [-1.68448, -3.64957, -4.41092], [0.05628, -3.57811, -4.21874], [1.79045, -4.75552, -3.73858], [3.36139, -4.12588, -3.28920], [1.98347, -3.03013, -3.38199], [1.83671, -6.50192, -1.87568], [2.36643, -6.03725, -0.24415], [3.47090, -5.93140, -1.60098], [2.72620, -2.33520, -0.92389], [3.99966, -3.52428, -1.16917], [3.00172, -3.61912, 0.26662], [0.62321, -0.06366, 6.20392], [0.45486, 0.24742, 4.75589], [1.54254, 0.60494, 3.95203], [1.36269, 0.85432, 2.61315], [0.15762, 0.77183, 2.01114], [-0.89837, 0.44349, 2.77934], [-0.78922, 0.17771, 4.12400], [1.36911, 0.58322, 6.66388], [0.98064, -1.09155, 6.31247], [-0.31437, 0.02140, 6.74870], [2.53663, 0.68153, 4.37317], [2.20844, 1.11686, 1.99205], [-1.86516, 0.40034, 2.29791], [-1.67763, -0.08407, 4.68361]],
  "forces_ev_per_angstrom": [[-0.02, -0.34, -0.08], [0.01, 0.00, -0.03], [0.00, 0.00, 0.00], [-0.01, 0.02, 0.00], [0.02, -0.01, 0.00], [0.01, 0.01, 0.00], [-0.02, 0.03, 0.01], [0.08, 0.01, 0.01], [-0.13, -0.10, 0.01], [0.04, 0.11, -0.02], [0.00, -0.02, 0.02], [0.00, 0.00, 0.00], [0.00, 0.00, 0.00], [-0.01, 0.01, 0.00], [-0.01, -0.01, 0.01], [-0.01, 0.02, 0.01], [0.02, -0.03, 0.09], [-0.09, 0.14, -0.04], [0.05, -0.06, 0.00], [-0.01, 0.04, -0.12], [0.07, -0.10, 0.07], [0.00, 0.00, 0.00], [0.00, 0.00, 0.00], [0.00, 0.00, 0.00], [-0.01, -0.01, 0.00], [0.00, 0.00, -0.01], [0.00, 0.00, 0.00], [0.00, 0.00, 0.00], [0.00, 0.00, 0.00], [0.00, 0.00, 0.00], [-0.01, 0.00, -0.02], [0.02, -0.02, 0.01], [0.00, -0.01, 0.00], [0.01, -0.01, 0.03], [-0.01, 0.02, -0.01], [0.00, 0.00, 0.00], [-0.02, 0.01, -0.01], [0.00, -0.01, 0.01], [-0.02, 0.00, 0.00], [0.00, 0.02, -0.01], [-0.02, -0.11, 0.01], [0.07, 0.05, 0.02], [0.00, 0.00, 0.00], [0.00, 0.00, -0.01], [0.02, 0.01, 0.03], [0.00, -0.02, 0.00], [-0.03, -0.03, -0.01], [0.06, 0.07, -0.10], [0.01, 0.05, -0.01], [0.04, 0.05, 0.01], [-0.03, -0.22, 0.19], [-0.04, 0.37, 0.00], [-0.15, 0.03, -0.04], [0.02, 0.01, 0.07], [0.03, -0.08, -0.01], [0.09, 0.07, -0.06], [0.05, 0.00, -0.05], [0.03, 0.05, -0.05], [0.04, -0.04, 0.01], [-0.02, 0.08, -0.02], [0.01, 0.00, -0.01], [0.01, 0.00, -0.02], [0.00, 0.00, -0.03], [-0.01, -0.03, -0.02], [-0.05, -0.01, -0.09], [0.00, 0.00, 0.02], [0.00, -0.01, -0.02], [0.00, -0.01, 0.01], [0.03, 0.01, -0.03], [0.00, 0.02, 0.08], [0.04, -0.02, -0.02], [-0.02, -0.01, 0.01], [0.01, -0.01, 0.01], [-0.05, -0.05, 0.05], [-0.01, 0.05, 0.01], [0.00, -0.02, -0.01], [0.00, -0.04, 0.02], [-0.07, 0.05, 0.03], [0.03, 0.05, 0.02], [0.00, -0.02, 0.02], [0.06, -0.02, 0.01], [-0.02, -0.01, 0.02], [-0.03, -0.02, -0.02], [-0.01, 0.03, -0.02], [0.01, -0.03, 0.00], [-0.01, -0.04, -0.01], [-0.04, 0.00, 0.07], [0.01, 0.00, 0.01], [0.00, 0.00, -0.04], [0.00, -0.01, 0.03], [0.01, -0.06, -0.03], [0.03, 0.14, 0.05], [-0.03, 0.01, -0.03], [0.01, -0.01, 0.02], [0.00, 0.00, 0.00], [0.00, 0.00, 0.00], [0.00, 0.00, 0.00], [0.00, 0.01, 0.00], [-0.01, 0.01, 0.00], [-0.02, 0.01, -0.03], [0.00, 0.00, 0.00]],
  "mulliken_charge": [-0.6168, 0.0824, 0.2286, -0.8380, -0.5887, -0.8462, -0.4091, -0.2912, 2.0604, 1.2839, -0.4114, -0.8178, -0.6996, -0.8186, -0.6409, -0.0725, -0.0402, -0.8805, -0.3825, -0.6513, -0.0139, 0.5414, 0.4643, 0.4865, 0.5289, 0.4646, 0.5130, 0.4951, 0.5134, 0.4887, 0.5019, 0.5278, 0.5160, 0.5313, 0.5234, -0.1405, -0.1153, -0.3224, -1.2234, -0.1914, 0.6894, -0.3274, 0.5126, 0.5219, 0.5761, 0.3613, -1.7286, 2.7239, -1.4708, -1.9674, -2.6682, 0.6522, 2.5513, -1.7007, -1.6958, -1.5483, 2.5033, -1.9228, -1.6335, -1.5804, 0.5370, 0.3981, 0.3674, 0.5424, 0.3484, 0.0672, 0.6027, 0.2941, 0.3990, 0.3853, 0.6100, 0.1560, 0.3796, 0.3604, 0.5303, 0.2547, 0.5285, 0.3652, 0.3981, 0.5986, 0.3627, 0.3777, 0.3410, 0.5385, 0.2308, 0.5464, 0.3594, -1.5268, 0.8603, -0.9609, -0.8069, 1.1955, -0.5890, -1.1250, 0.4267, 0.3174, 0.4183, 0.5541, 0.5804, 0.6529, 0.5362]
}

***

{
  "formula": "C26H24F5LaNOP2",
  "method": "wB97M-V/def2-TZVPD",
  "lumo_energy_ev": [-4.9, -5.0],
  "orbital_gap_ha": [0.171, 0.161],
  "charge": 1,
  "largest_force_ev_per_a": 6.3,
  "e_above_lowest_kcal_mol": 0.00,
  "species": ["C", "C", "C", "C", "C", "C", "C", "C", "C", "C", "C", "C", "C", "H", "H", "H", "H", "H", "H", "H", "N", "La", "C", "H", "H", "C", "H", "H", "P", "P", "C", "H", "H", "H", "C", "H", "H", "H", "C", "H", "H", "H", "C", "H", "H", "H", "C", "O", "H", "F", "C", "C", "C", "F", "C", "F", "C", "F", "C", "F"],
  "coordinates": [[-2.54151, 2.29146, -2.52022], [-2.21473, 0.98215, -2.17007], [-0.83641, 0.56705, -2.33567], [0.13523, 1.59248, -2.13146], [-0.20309, 2.92051, -2.42946], [-1.52647, 3.24598, -2.70533], [1.36896, 1.19969, -1.44460], [1.79370, -0.14835, -1.82538], [0.76248, -1.10096, -2.06855], [1.04673, -2.44849, -1.62737], [2.37120, -2.87607, -1.64807], [3.41354, -1.94160, -1.78507], [3.12702, -0.57665, -1.77654], [-3.59076, 2.57612, -2.60654], [0.58582, 3.67680, -2.44538], [-1.79404, 4.26077, -3.00845], [2.15794, 1.95307, -1.44207], [2.59317, -3.93850, -1.52077], [4.44416, -2.28882, -1.83494], [3.92623, 0.16397, -1.74984], [-0.47557, -0.73730, -2.51394], [-0.00610, 0.67947, 1.91748], [-3.15755, 0.07641, -1.41602], [-3.01026, -0.96265, -1.72530], [-4.19926, 0.39175, -1.55984], [-0.06241, -3.21324, -0.96045], [-0.98611, -3.12891, -1.54089], [0.21849, -4.26377, -0.80874], [-2.77208, 0.14298, 0.44234], [-0.42575, -2.43260, 0.73794], [0.89412, -3.26666, 1.71003], [0.69850, -3.12700, 2.78250], [0.90523, -4.34256, 1.47982], [1.87159, -2.82744, 1.46427], [-1.82314, -3.55030, 1.13238], [-1.46959, -4.59246, 1.13421], [-2.23396, -3.30164, 2.11817], [-2.60732, -3.43808, 0.37129], [-3.45584, 1.80474, 0.83869], [-4.43744, 1.91604, 0.35653], [-3.58179, 1.90606, 1.92600], [-2.78869, 2.59967, 0.48058], [-4.19154, -0.86513, 0.99804], [-4.14780, -0.99989, 2.08508], [-5.12839, -0.35194, 0.73749], [-4.17639, -1.85086, 0.51775], [-1.53855, -0.82581, 3.14539], [-2.25131, -1.42006, 3.84572], [0.93639, 1.04851, 0.03650], [4.07253, -0.21198, 1.85585], [3.68382, 1.09108, 1.94725], [2.34759, 1.42652, 2.03215], [2.00896, 2.77312, 2.03959], [0.62875, 3.13039, 2.08604], [2.94344, 3.80414, 1.96356], [2.54503, 5.09048, 1.93989], [4.28715, 3.44675, 1.89962], [5.24033, 4.40216, 1.83563], [4.65776, 2.09698, 1.90012], [5.96799, 1.77247, 1.84309]],
  "forces_ev_per_angstrom": [[0.20, -0.69, 0.59], [0.16, 0.17, -0.79], [0.47, -0.29, 0.13], [0.27, 0.06, 0.65], [-0.56, 0.33, 0.23], [0.48, 0.43, -0.41], [-0.41, -0.75, -2.45], [-0.01, 0.52, 0.70], [-0.31, 0.41, 0.01], [0.31, 0.01, -0.82], [-0.65, 0.24, 0.34], [0.25, 0.63, -0.33], [0.32, -0.85, 0.24], [0.22, 0.05, 0.28], [-0.32, -0.13, 0.12], [0.13, -0.34, 0.07], [-0.11, -0.02, 0.55], [-0.01, 0.34, 0.25], [-0.23, 0.12, 0.02], [-0.13, -0.19, 0.14], [-0.65, -0.02, 3.11], [0.59, 0.72, -1.11], [0.74, 0.07, -0.54], [-0.17, 0.05, 0.07], [0.14, -0.18, 0.18], [0.25, 0.71, -0.67], [0.04, -0.11, 0.14], [-0.20, 0.21, 0.13], [-0.99, 0.46, -1.10], [0.60, -1.11, -0.49], [0.10, 0.12, 0.06], [0.14, -0.12, -0.17], [0.07, 0.32, 0.15], [-0.19, -0.16, 0.08], [-0.31, 0.19, 0.28], [-0.13, 0.35, -0.01], [-0.07, -0.28, -0.23], [0.19, -0.07, 0.26], [0.09, 0.11, 0.06], [0.26, 0.10, 0.17], [-0.04, 0.04, -0.19], [-0.18, -0.09, 0.01], [-0.05, -0.25, 0.37], [-0.21, -0.07, -0.22], [0.27, -0.18, 0.05], [-0.02, 0.24, 0.15], [-3.76, -3.55, 3.53], [2.53, 2.14, -2.52], [0.20, -0.03, -1.34], [-0.27, 0.95, 0.20], [0.27, 0.57, -0.18], [-0.36, 0.32, 0.22], [1.69, -0.24, 0.02], [0.42, -0.16, 0.00], [-0.84, 0.35, -0.03], [0.44, -0.68, 0.04], [0.54, 0.35, 0.01], [-0.86, -0.82, 0.06], [0.61, -0.67, -0.05], [-0.96, 0.37, 0.00]],
  "mulliken_charge": [-0.5156, -0.1435, 0.3844, 0.4819, -0.8757, -0.6054, 0.0631, 0.3890, 0.3654, -0.1348, -0.4974, -0.7784, -0.5986, 0.4428, 0.4532, 0.3986, 0.8212, 0.4173, 0.4000, 0.4698, -0.6036, 1.4055, -1.2618, 0.4591, 0.6875, -1.3870, 0.4762, 0.6817, 0.6262, 0.5983, -1.3765, 0.4182, 0.4505, 0.3889, -1.2784, 0.4636, 0.3649, 0.3328, -1.4597, 0.4243, 0.4274, 0.4420, -1.3380, 0.3608, 0.4536, 0.3603, 0.1857, -0.2295, -0.6330, -0.3378, 0.9180, -1.2066, 0.6931, -0.4600, 0.1164, -0.2943, 0.5590, -0.2832, 0.2015, -0.2832]
}